DFT (ωB97M-V/def2-TZVPD) results for a structure of composition C24H54BEuN9O4Si4 in a non-equilibrium geometry.

ORCA input file:
```
! wB97M-V def2-TZVPD RIJCOSX def2/J DEFGRID3
* xyz -2 8
C -1.923 1.955 3.329
H 0.662 -1.186 -4.354
N -2.393 -4.337 -2.486
C 1.580 0.128 3.036
C 2.094 -6.113 1.440
C 2.750 -3.234 -2.332
C 3.908 1.330 -1.767
Eu -0.551 -2.591 -0.393
N 2.509 1.074 -1.506
C 1.960 -2.035 -2.824
C 1.718 -5.487 2.573
C -1.028 3.644 -3.359
H 0.790 4.410 1.439
H -5.188 2.982 0.130
H -2.557 5.251 1.414
C -3.068 -3.354 1.991
H 6.321 1.759 -0.458
H 0.010 5.905 -0.243
O -3.126 -4.990 -3.234
H -2.596 0.608 -2.602
H -4.122 -0.042 -2.504
N 6.768 0.393 -1.999
H 2.437 0.067 -1.348
H 2.010 -5.669 3.591
H 6.561 1.175 -2.593
H -1.926 -0.488 0.710
H 2.051 1.024 3.382
H 0.749 4.016 3.203
N 0.996 -4.460 2.219
C 1.009 -0.093 1.806
H 1.817 1.498 -2.034
Si -1.300 3.080 1.930
H 2.651 -1.167 -2.760
C -0.154 5.601 -1.268
H -1.757 2.910 -3.716
O 1.033 -1.735 -1.822
H -4.329 2.079 1.481
H 0.665 -2.987 -4.197
H 6.543 0.029 0.082
H -5.585 1.246 0.458
H -3.681 -3.291 1.120
H -3.959 4.464 -2.156
H 4.228 0.801 0.269
H -2.827 1.430 3.056
H 3.706 -3.327 -2.645
H -0.378 6.557 -1.744
H -3.386 5.636 -1.094
H 2.859 -6.882 1.483
H -3.411 4.246 2.469
H 2.099 -4.183 -2.603
C 4.669 0.531 -0.738
C 6.167 0.651 -0.769
H -2.134 2.575 4.240
N -1.774 -3.414 1.812
C -3.554 0.829 -2.202
H 6.289 -0.399 -2.463
H 1.304 -5.809 -0.596
C -2.946 -0.573 0.356
B 0.335 -3.424 3.232
H -0.062 3.077 -3.298
Si -1.299 2.332 -0.346
H -3.044 -1.325 -0.444
H -4.424 -3.479 3.699
H -1.145 1.247 3.592
H 1.075 0.629 0.963
N 0.687 -1.956 2.974
H 4.114 2.408 -1.612
H -0.913 4.403 -4.095
C -2.211 -3.619 4.025
H -2.876 5.900 -2.694
N 0.762 -4.450 0.921
O -2.894 -3.338 -1.875
C -3.404 -3.453 3.358
O -1.189 -4.665 -2.282
H 4.178 1.121 -2.820
C -2.417 4.622 2.250
H 1.671 -1.335 4.706
Si -1.421 4.195 -1.625
N -1.241 -3.577 3.118
H 2.727 -3.324 -1.273
Si -3.250 1.232 -0.376
C 1.457 -5.485 0.386
C 0.517 3.626 2.208
H 0.782 5.238 -1.636
H 4.572 -0.521 -1.013
H -2.191 5.126 3.206
N 0.492 -1.330 1.755
H 0.771 -3.709 4.342
H -3.592 -0.808 1.181
C -3.097 5.138 -1.931
C -4.761 1.976 0.458
C 1.338 -1.078 3.720
C 1.336 -2.077 -4.236
H -4.013 1.683 -2.747
H -1.877 -3.789 5.023
H 2.021 -2.100 -5.058
H 1.231 2.849 2.038
*
```

Kohn-Sham gap (spin up / spin down): 5.325 / 5.330 eV
⟨S²⟩: 15.7592
LUMO level (spin up / spin down): 4.23 / 4.23 eV
molar mass: 807.88 g mol⁻¹
electronic energy: -98882.6292 eV

Atomic partial charges in e from the Mulliken method, atoms 1 to 4: C -1.021; H 0.252; N 0.975; C -0.973



DFT (ωB97M-V/def2-TZVPD) results for a cluster of 2 separate species, C3H8N3 in total in a non-equilibrium geometry.

ORCA input file:
```
! wB97M-V def2-TZVPD RIJCOSX def2/J DEFGRID3
* xyz 1 1
H 0.258 2.783 0.580
C 1.710 -0.366 0.104
C 0.622 -1.126 0.236
H 2.301 -0.171 0.926
H -2.816 -0.210 -0.744
C -1.155 0.074 0.160
H 0.433 -1.696 -0.647
H 2.201 -0.301 -0.858
N -0.833 1.247 0.167
N 0.214 1.910 -0.028
N -2.180 -0.678 -0.111
H -2.086 -1.680 -0.391
H 0.344 -1.272 1.184
H 0.987 1.488 -0.579
*
```

Kohn-Sham gap (spin up / spin down): 8.991 / 8.992 eV
LUMO level (spin up / spin down): -4.97 / -4.97 eV
molar mass: 86.12 g mol⁻¹
electronic energy: -7699.9887 eV

Atomic partial charges in e from the natural (NBO) method, atoms 1 to 4: H 0.438; C -0.331; C -0.463; H 0.219



DFT (ωB97M-V/def2-TZVPD) results for a structure of composition C12H10F2In in a non-equilibrium geometry.

ORCA input file:
```
! wB97M-V def2-TZVPD RIJCOSX def2/J DEFGRID3
* xyz 3 1
F -2.038 1.590 -0.889
In -0.783 -0.374 -2.390
C 4.521 -3.951 0.236
C -4.687 3.834 0.089
C 3.819 -2.998 0.979
C -3.808 3.025 -0.669
H -4.045 2.767 -1.691
H 2.221 -1.604 0.863
F 1.469 -1.959 -1.526
C -4.157 4.219 1.336
C -2.900 3.780 1.845
C 3.145 -3.613 -1.719
H 4.607 -5.030 -1.696
H 2.880 -3.904 -2.725
C 2.511 -2.608 -0.995
H -4.701 4.894 1.980
C -2.192 2.767 1.146
H 3.924 -2.902 2.050
H -5.625 4.239 -0.261
C 2.798 -2.339 0.321
H -1.259 2.306 1.433
H 5.261 -4.571 0.722
H -2.527 4.173 2.780
C -2.669 2.465 -0.114
C 4.236 -4.206 -1.104
*
```

Kohn-Sham gap: 1.540 eV
LUMO level: -16.12 eV
molar mass: 307.03 g mol⁻¹
electronic energy: -23179.5164 eV

Atomic partial charges in e from the natural (NBO) method, atoms 1 to 4: F -0.309; In 0.996; C 0.083; C -0.183